Entry 1:
17
Properties=species:S:1:pos:R:3:mulliken_charge:R:1 method="wB97M-V/def2-TZVPD" de_lowest_ev=5.574 spin_multiplicity=1 mol_weight_g_mol=135.2 total_charge=0 orbital_gap_ev=8.86 lumo_energy_ev=0.26
C -0.901 2.121 -0.660 -0.749
C -0.406 -0.284 0.164 0.567
C -1.819 -0.663 0.625 -0.485
H -1.587 1.655 -1.405 0.320
H -0.117 2.856 -1.173 0.280
H -1.399 2.533 0.408 0.254
H 0.240 1.557 1.860 0.265
H 1.878 1.203 0.709 0.233
H -1.824 -1.509 1.487 0.306
H -2.479 0.143 0.956 0.213
H -2.467 -2.357 -0.493 0.356
H 2.214 0.376 -0.905 0.156
N 0.067 1.048 -0.262 -0.038
N 0.847 1.601 0.815 -0.501
N 0.618 -1.114 0.404 -0.425
O -2.522 -1.197 -0.494 -0.566
S 2.109 -0.917 -0.310 -0.187

=====

Entry 2:
19
Properties=species:S:1:pos:R:3:mulliken_charge:R:1 method="wB97M-V/def2-TZVPD" de_lowest_ev=1.895 spin_multiplicity=2 mol_weight_g_mol=106.1 total_charge=0 orbital_gap_ev="5.14 / 8.91" lumo_energy_ev="0.11 / 0.11"
C -1.080 0.384 2.123 -0.931
C -0.427 -0.270 0.934 0.162
C 0.845 -0.424 0.649 -0.532
N 1.442 -1.089 -0.460 0.018
C 2.332 -1.998 -0.310 -0.621
H -1.913 1.245 1.748 0.151
H -1.603 -0.414 2.678 0.265
H -0.352 0.938 2.857 0.292
H -1.298 -0.598 0.090 0.153
H 1.603 -0.179 1.409 0.381
H 1.264 -0.530 -1.279 0.208
H 2.644 -2.478 -1.220 0.283
H 2.441 -2.481 0.721 0.225
H -0.388 1.216 -1.638 0.381
H 0.632 1.620 -2.676 0.323
O 0.623 1.209 -1.778 -0.709
H -2.228 0.935 -2.055 0.331
H -2.548 1.772 -0.701 0.265
O -1.990 1.141 -1.092 -0.645

=====

Entry 3:
10
Properties=species:S:1:pos:R:3:mulliken_charge:R:1 method="wB97M-V/def2-TZVPD" de_lowest_ev=5.656 spin_multiplicity=1 mol_weight_g_mol=84.1 smiles="[H]/N=C1/NO1.C#C" total_charge=0 orbital_gap_ev=11.50 lumo_energy_ev=0.85
O 2.262 0.806 -0.224 -0.341
C 1.354 -0.139 -0.014 0.750
N 1.098 -1.358 -0.085 -0.557
C -1.797 -0.590 0.101 -0.233
C -2.141 0.561 0.043 -0.522
N 0.862 1.096 0.364 -0.360
H 1.895 -1.885 -0.433 0.239
H -1.421 -1.591 0.154 0.379
H -2.460 1.580 0.009 0.377
H 0.338 1.490 -0.424 0.268

=====

Entry 4:
89
Properties=species:S:1:pos:R:3:mulliken_charge:R:1 method="wB97M-V/def2-TZVPD" spin_multiplicity=3 mol_weight_g_mol=546.8 total_charge=0 orbital_gap_ev="8.36 / 8.37" lumo_energy_ev="-0.32 / -0.32"
C 0.543 0.724 -2.782 -0.975
C 0.163 0.670 -4.324 -0.296
C 1.005 1.759 -5.105 -0.536
N 0.596 1.822 -6.561 -0.347
C 1.458 0.870 -7.248 0.313
C 1.006 -0.518 -7.422 -0.885
C 1.892 -1.486 -8.075 0.853
C 1.374 -2.943 -8.199 -1.418
C 3.198 -1.060 -8.584 -0.251
O 4.052 -1.943 -9.236 -0.560
C 3.575 0.316 -8.387 0.453
C 2.744 1.330 -7.733 0.347
C 3.424 2.722 -7.697 0.351
O 2.955 3.756 -7.329 -0.502
N 4.727 2.438 -8.225 -0.251
C 4.855 1.098 -8.769 0.017
O 5.838 0.794 -9.381 -0.538
H -0.058 1.553 -2.319 0.272
H 1.642 0.894 -2.685 0.335
H 0.277 -0.259 -2.324 0.162
H 0.480 -0.351 -4.678 0.187
H -0.934 0.776 -4.511 0.338
H 0.996 2.758 -4.610 0.362
H 2.062 1.382 -5.088 0.266
H -0.336 1.397 -6.623 0.461
H 0.002 -0.783 -7.034 0.254
H 0.254 -2.925 -8.266 0.363
H 1.607 -3.566 -7.290 0.282
H 1.850 -3.454 -9.071 0.347
H 4.562 -2.382 -8.534 0.314
H 4.975 3.073 -8.994 0.270
C -1.746 -4.326 0.818 -1.883
C -0.953 -2.998 0.895 2.092
C -0.790 -2.582 2.365 -1.417
C -2.078 -2.049 2.986 -0.542
C -2.674 -0.933 2.135 -0.660
C -2.852 -1.320 0.657 2.060
N -1.630 -1.949 0.074 0.391
O -0.752 -0.984 -0.154 -0.566
C -4.055 -2.278 0.509 -1.786
C -3.289 -0.065 -0.123 -1.944
C 0.433 -3.363 0.329 -1.985
H -1.093 -5.187 0.979 0.486
H -2.524 -4.408 1.575 0.300
H -2.202 -4.461 -0.166 0.354
H -0.020 -1.807 2.448 0.373
H -0.432 -3.430 2.955 0.352
H -2.806 -2.855 3.119 0.324
H -1.865 -1.665 3.987 0.344
H -3.636 -0.633 2.560 0.557
H -2.022 -0.057 2.212 -0.473
H -4.133 -2.652 -0.515 0.382
H -4.990 -1.761 0.736 0.447
H -4.024 -3.130 1.184 0.286
H -2.587 0.762 -0.010 0.295
H -4.253 0.295 0.240 0.444
H -3.395 -0.282 -1.189 0.472
H 0.361 -3.679 -0.715 0.457
H 0.872 -4.185 0.897 0.472
H 1.143 -2.537 0.391 0.340
C 1.086 2.819 4.528 -1.874
C -0.369 2.424 4.878 1.927
C -0.980 3.484 5.807 -1.321
C -0.438 3.420 7.233 -0.525
C -0.568 2.011 7.803 -1.232
C 0.037 0.927 6.896 1.639
N -0.399 1.054 5.475 0.591
O -1.643 0.604 5.396 -0.578
C 1.578 0.978 6.976 -1.691
C -0.312 -0.451 7.490 -1.910
C -1.100 2.476 3.523 -2.133
H 1.115 3.539 3.708 0.483
H 1.613 3.298 5.353 0.355
H 1.666 1.952 4.202 0.344
H -2.069 3.362 5.845 0.392
H -0.802 4.483 5.400 0.349
H 0.604 3.749 7.265 0.308
H -0.995 4.119 7.864 0.386
H -0.094 1.978 8.788 0.374
H -1.631 1.803 7.970 0.375
H 2.031 0.291 6.258 0.368
H 1.923 0.680 7.969 0.450
H 1.995 1.969 6.811 0.297
H -1.386 -0.592 7.617 0.355
H 0.135 -0.566 8.480 0.461
H 0.069 -1.259 6.859 0.425
H -0.687 1.744 2.825 0.472
H -0.996 3.464 3.071 0.572
H -2.173 2.295 3.616 0.381

=====

Entry 5:
13
Properties=species:S:1:pos:R:3:mulliken_charge:R:1 method="wB97M-V/def2-TZVPD" de_lowest_ev=0.443 spin_multiplicity=1 mol_weight_g_mol=94.1 smiles="C=Cc1c[nH]cn1" total_charge=0 orbital_gap_ev=9.17 lumo_energy_ev=0.85
C 0.472 1.935 -1.489 -0.794
C 0.608 1.456 -0.252 -0.205
C 0.124 0.168 0.253 0.658
C -0.517 -0.844 -0.398 -0.550
C -0.169 -1.372 1.703 -0.215
H 0.016 1.363 -2.292 0.202
H 0.881 2.899 -1.755 0.255
H 1.125 2.033 0.510 0.349
H -0.831 -0.986 -1.420 0.346
H -1.160 -2.712 0.398 0.176
H -0.178 -1.930 2.626 0.405
N -0.696 -1.833 0.543 -0.028
N 0.324 -0.176 1.573 -0.599

=====

Entry 6:
46
Properties=species:S:1:pos:R:3:mulliken_charge:R:1 method="wB97M-V/def2-TZVPD" spin_multiplicity=2 mol_weight_g_mol=360.4 total_charge=-1 orbital_gap_ev="2.03 / 8.70" lumo_energy_ev="2.35 / 2.31"
C -3.712 16.477 17.320 -2.123
C -5.020 17.208 17.898 0.011
C -6.073 16.368 18.824 -0.217
O -6.301 17.246 19.883 0.010
C -5.442 18.327 19.890 0.392
O -5.528 19.174 20.715 -0.535
O -4.608 18.264 18.818 -0.223
H -3.205 17.039 16.536 0.207
H -3.929 15.458 16.998 0.612
H -2.867 16.636 17.991 0.672
H -5.628 17.845 17.254 0.413
H -5.744 15.402 19.207 0.272
H -7.097 16.441 18.456 0.151
C -8.689 16.997 22.357 -1.419
C -9.369 18.050 21.426 0.654
C -9.369 17.867 19.926 -0.356
O -10.738 18.180 19.515 -0.307
C -11.541 18.087 20.603 0.515
O -12.759 18.160 20.606 -0.550
O -10.706 18.184 21.757 -0.373
H -8.712 17.496 23.327 0.343
H -7.635 16.814 22.148 0.343
H -9.161 16.015 22.385 0.366
H -8.918 19.027 21.600 0.174
H -9.083 16.902 19.508 0.157
H -8.717 18.682 19.611 0.191
C -3.201 22.794 18.032 -0.796
S -3.939 23.587 19.527 0.433
O -4.837 24.821 19.316 -0.641
C -5.181 22.299 19.879 -0.440
H -3.470 23.419 17.180 0.351
H -3.740 21.886 17.762 0.197
H -2.134 22.579 18.094 0.300
H -5.408 22.296 20.945 0.330
H -4.747 21.372 19.506 -0.085
H -6.074 22.539 19.303 0.356
C -5.977 14.664 14.363 -1.243
S -7.219 14.567 15.816 1.322
O -7.501 15.910 16.464 -0.742
C -6.368 13.576 17.123 -1.349
H -6.591 15.404 13.850 0.274
H -5.832 13.752 13.784 0.481
H -4.978 15.068 14.532 0.294
H -5.312 13.816 16.998 -0.291
H -6.531 12.502 17.041 0.622
H -6.747 13.659 18.142 0.245

=====

Entry 7:
78
Properties=species:S:1:pos:R:3:mulliken_charge:R:1 method="wB97M-V/def2-TZVPD" de_lowest_ev=0.000 spin_multiplicity=4 mol_weight_g_mol=763.4 total_charge=+2 orbital_gap_ev="6.30 / 3.89" lumo_energy_ev="-6.16 / -8.58"
C -1.499 -0.261 1.700 -0.844
C -2.201 0.203 0.559 -0.238
C -2.093 -0.779 -0.450 -0.763
H -2.722 1.143 0.476 0.838
C -1.324 -1.850 0.059 -0.080
C -0.960 -1.529 1.388 -0.585
H -0.368 -2.142 2.048 0.583
H -1.398 0.260 2.638 0.534
H -2.513 -0.733 -1.440 0.631
H -1.050 -2.735 -0.488 0.558
Tc 0.000 0.000 0.000 0.003
Si 0.469 0.107 -2.470 0.761
C -0.329 1.572 -3.380 0.467
C 0.316 2.238 -4.425 -0.573
H 1.286 1.887 -4.758 0.396
C -0.253 3.343 -5.044 -0.716
H 0.273 3.844 -5.848 0.600
C -1.499 3.802 -4.640 -0.598
H -1.948 4.662 -5.123 0.437
C -2.168 3.148 -3.614 -0.839
H -3.143 3.496 -3.295 0.457
C -1.583 2.054 -2.992 -0.632
H -2.103 1.574 -2.172 0.692
C -0.192 -1.449 -3.345 1.101
C -1.300 -1.413 -4.195 -0.185
H -1.751 -0.460 -4.443 0.431
C -1.835 -2.573 -4.740 -0.754
H -2.694 -2.512 -5.397 0.447
C -1.266 -3.806 -4.457 -0.588
H -1.680 -4.711 -4.882 0.457
C -0.161 -3.867 -3.617 -0.818
H 0.295 -4.823 -3.390 0.481
C 0.359 -2.705 -3.068 -0.473
H 1.212 -2.778 -2.404 0.196
H 1.905 0.198 -2.947 -0.242
Si 2.926 0.535 -8.567 0.458
C 2.123 -1.132 -8.781 0.428
C 1.104 -1.286 -9.725 -0.184
H 0.748 -0.427 -10.281 0.398
C 0.526 -2.526 -9.951 -0.728
H -0.266 -2.626 -10.682 0.401
C 0.957 -3.634 -9.236 -0.439
H 0.504 -4.601 -9.410 0.416
C 1.969 -3.498 -8.295 -0.600
H 2.304 -4.358 -7.732 0.413
C 2.548 -2.258 -8.072 -0.417
H 3.326 -2.162 -7.325 0.322
C 1.730 1.910 -8.927 0.205
C 0.469 1.936 -8.324 -0.145
H 0.185 1.152 -7.633 0.624
C -0.428 2.954 -8.602 -0.851
H -1.400 2.963 -8.126 0.464
C -0.080 3.964 -9.490 -0.416
H -0.781 4.759 -9.708 0.409
C 1.167 3.952 -10.098 -0.593
H 1.441 4.737 -10.790 0.405
C 2.065 2.932 -9.817 -0.426
H 3.037 2.934 -10.294 0.360
H 4.120 0.704 -9.428 -0.182
Cl 3.625 0.674 -6.601 -0.312
N -1.197 3.338 0.277 -0.280
C -0.210 2.880 1.166 0.401
N 0.350 1.645 1.150 0.442
C 1.286 1.530 2.114 -0.009
C 1.481 2.626 2.942 -0.414
S 0.425 3.824 2.412 -0.159
C 2.018 0.313 2.078 -0.177
C 3.098 -0.068 2.868 -0.490
S 3.669 -1.523 2.257 -0.161
C 2.522 -1.564 1.027 0.312
N 1.665 -0.514 1.076 0.407
N 2.528 -2.504 0.013 -0.361
H -1.572 4.292 0.368 0.239
H -1.523 2.746 -0.484 -0.031
H 2.202 2.708 3.744 0.449
H 3.521 0.484 3.694 0.433
H 3.238 -3.247 -0.046 0.261
H 2.014 -2.202 -0.792 -0.012

=====

Entry 8:
108
Properties=species:S:1:pos:R:3:mulliken_charge:R:1 method="wB97M-V/def2-TZVPD" de_lowest_ev=0.000 spin_multiplicity=1 mol_weight_g_mol=1055.1 smiles="COP(=O)(OC)OC.COP(=O)(OC)OC.COP(=O)(OC)OC.COP(=O)(OC)OC.ClCCCl.ClCCCl.ClCCCl.ClCCCl.ClCCCl" total_charge=0 orbital_gap_ev=9.79 lumo_energy_ev=0.28
C 0.371 7.771 -1.134 -0.694
O 0.745 6.440 -1.480 -0.364
P 1.048 5.342 -0.385 1.021
O -0.058 5.056 0.534 -0.611
O 1.576 4.160 -1.259 -0.141
C 0.854 3.678 -2.408 -0.025
O 2.388 5.754 0.332 -0.349
C 2.368 6.519 1.539 -0.807
H 1.040 8.468 -1.637 0.248
H 0.436 7.957 -0.061 0.306
H -0.648 7.967 -1.463 0.277
H -0.151 4.086 -2.498 0.103
H 0.741 2.608 -2.256 -0.228
H 1.433 3.884 -3.304 0.372
H 2.945 5.961 2.277 0.292
H 1.358 6.675 1.911 0.426
H 2.882 7.462 1.359 0.237
C 4.167 -0.593 1.713 -0.504
O 4.697 0.558 1.031 -0.325
P 4.021 1.956 1.248 1.064
O 3.431 2.174 2.569 -0.780
O 3.037 2.157 0.033 -0.257
C 1.884 1.314 -0.055 0.078
O 5.212 2.906 0.880 -0.442
C 4.977 4.208 0.332 0.206
H 3.456 -0.313 2.487 0.377
H 5.001 -1.108 2.186 0.354
H 3.708 -1.260 0.986 -0.009
H 1.780 0.657 0.811 0.115
H 1.959 0.705 -0.954 0.353
H 0.988 1.932 -0.082 -0.417
H 3.910 4.418 0.273 -0.393
H 5.417 4.259 -0.661 0.263
H 5.452 4.943 0.979 0.295
C -3.291 4.221 -3.675 0.256
O -3.582 3.346 -4.767 -0.449
P -2.887 1.951 -4.878 0.834
O -3.283 1.162 -6.035 -0.770
O -3.195 1.334 -3.454 -0.051
C -3.182 -0.079 -3.253 -0.630
O -1.355 2.340 -4.839 -0.091
C -0.344 1.437 -5.307 -0.558
H -3.289 5.242 -4.052 0.282
H -2.314 4.017 -3.238 -0.474
H -4.061 4.127 -2.910 0.243
H -2.352 -0.342 -2.600 0.011
H -3.136 -0.644 -4.184 0.467
H -4.105 -0.378 -2.755 0.300
H -0.760 0.750 -6.044 0.400
H 0.074 0.896 -4.461 0.034
H 0.430 2.034 -5.784 0.252
C -4.431 -2.594 2.826 -0.747
O -3.137 -2.901 2.299 0.087
P -2.285 -4.057 2.906 1.020
O -1.082 -4.354 2.132 -0.665
O -1.999 -3.630 4.403 -0.382
C -1.040 -2.578 4.585 -0.413
O -3.314 -5.234 3.042 -0.366
C -2.977 -6.402 3.804 -0.758
H -4.479 -2.839 3.888 0.345
H -5.219 -3.127 2.296 0.290
H -4.596 -1.524 2.723 0.108
H -1.441 -1.790 5.222 0.320
H -0.736 -2.128 3.641 0.016
H -0.160 -2.967 5.095 0.259
H -2.860 -7.224 3.102 0.277
H -3.759 -6.586 4.533 0.253
H -2.031 -6.281 4.335 0.334
Cl 0.576 -0.108 -1.865 -0.200
C -0.153 -1.606 -1.243 -0.641
C 0.503 -2.083 0.023 0.818
Cl 0.528 -0.866 1.309 -0.234
H 0.035 -2.363 -2.001 0.445
H -1.212 -1.435 -1.075 0.243
H 1.523 -2.398 -0.184 -0.925
H -0.030 -2.953 0.413 0.323
Cl -5.613 -5.905 0.054 -0.209
C -4.308 -4.754 -0.305 -0.022
C -4.432 -4.264 -1.729 -0.514
Cl -2.941 -3.344 -2.113 -0.120
H -3.350 -5.246 -0.155 0.285
H -4.360 -3.922 0.391 -0.114
H -5.279 -3.596 -1.845 0.336
H -4.450 -5.086 -2.434 0.350
Cl -1.979 2.537 -0.776 0.060
C -1.444 2.237 0.892 -0.041
C -2.406 2.837 1.892 -0.539
Cl -3.891 1.873 2.056 -0.212
H -0.489 2.746 1.013 -0.072
H -1.313 1.171 1.045 0.100
H -2.649 3.847 1.574 0.345
H -1.921 2.878 2.865 0.396
Cl 4.235 -1.980 -1.555 -0.109
C 3.826 -3.701 -1.791 -0.211
C 3.017 -3.921 -3.039 -0.087
Cl 3.941 -3.580 -4.519 -0.195
H 3.216 -3.965 -0.931 -0.050
H 4.756 -4.259 -1.814 0.441
H 2.143 -3.272 -3.044 -0.084
H 2.674 -4.953 -3.078 0.373
Cl 3.426 -2.483 4.581 -0.149
C 3.641 -4.215 4.266 -0.499
C 2.614 -4.657 3.257 -0.363
Cl 2.858 -3.776 1.731 -0.018
H 3.487 -4.771 5.189 0.359
H 4.639 -4.368 3.866 0.322
H 1.601 -4.474 3.606 -0.021
H 2.736 -5.716 3.035 0.355

=====

Entry 9:
38
Properties=species:S:1:pos:R:3:mulliken_charge:R:1 method="wB97M-V/def2-TZVPD" de_lowest_ev=10.022 spin_multiplicity=1 mol_weight_g_mol=264.4 smiles="Cc1cc(C)cc(NC(=S)NC[C@H]2CCCO2)c1" total_charge=0 orbital_gap_ev=8.27 lumo_energy_ev=0.57
C 2.897 2.180 0.144 -1.362
C 2.329 1.113 -0.701 0.388
C 1.133 0.336 -0.405 -0.210
C 0.831 -0.638 -1.200 0.824
C 1.601 -0.812 -2.346 -0.973
C 2.855 -0.317 -2.683 0.629
C 3.354 0.716 -1.841 -1.160
H 3.981 1.355 -2.314 0.369
C 3.530 -0.692 -4.028 -1.320
H 3.630 0.153 -4.563 0.360
H 4.512 -1.202 -3.756 0.317
H 3.062 -1.565 -4.632 0.304
H 1.297 -1.675 -2.920 0.242
N -0.296 -1.536 -0.925 -0.147
C -1.478 -0.990 -0.406 0.210
N -1.566 0.156 -0.119 0.001
H -0.909 0.978 -0.275 0.460
C -2.684 0.719 0.682 -1.547
H -3.694 -0.075 0.715 0.364
H -3.141 1.485 0.143 0.400
C -2.293 1.227 1.945 -0.390
H -2.972 1.558 2.478 1.353
C -1.871 -0.135 2.902 -0.750
H -1.844 -1.118 2.445 0.214
H -2.659 -0.012 3.603 0.416
C -0.468 0.292 3.312 -0.148
H -0.064 0.211 4.401 0.345
C -0.422 1.699 2.905 -0.581
H 0.824 2.092 2.735 0.098
O -1.121 1.986 1.946 -0.391
H -0.748 2.331 3.761 0.411
H 0.262 -0.153 2.540 0.050
S -2.545 -2.331 0.055 -0.423
H -0.183 -2.296 -1.207 -0.206
H 0.851 0.688 0.473 0.816
H 3.289 1.675 0.902 0.384
H 1.941 2.943 0.303 0.230
H 3.712 2.683 -0.328 0.422

=====

Entry 10:
17
Properties=species:S:1:pos:R:3:mulliken_charge:R:1 method="wB97M-V/def2-TZVPD" de_lowest_ev=0.170 spin_multiplicity=1 mol_weight_g_mol=91.1 total_charge=+1 orbital_gap_ev=11.29 lumo_energy_ev=-3.16
C -0.239 -0.193 2.587 -1.100
C -0.007 0.453 1.268 0.707
O -0.175 -0.112 0.186 -0.666
N 0.316 1.780 1.253 -0.385
H -0.903 0.411 3.205 0.347
H 0.668 -0.229 3.190 0.344
H 0.627 2.108 0.344 0.186
H 0.716 2.289 2.023 0.248
H -0.639 -1.181 2.392 0.292
C 0.188 -1.618 -2.309 -0.721
N -0.125 -0.160 -2.365 -0.245
H 0.317 0.327 -3.148 0.377
H -1.121 0.068 -2.424 0.375
H 0.080 0.262 -1.415 0.287
H 1.134 -1.716 -1.804 0.301
H 0.167 -2.053 -3.297 0.361
H -0.597 -2.088 -1.737 0.293

=====

Entry 11:
9
Properties=species:S:1:pos:R:3:mulliken_charge:R:1 method="wB97M-V/def2-TZVPD" de_lowest_ev=3.419 spin_multiplicity=1 mol_weight_g_mol=189.9 total_charge=0 orbital_gap_ev=7.99 lumo_energy_ev=-1.17
C -1.037 -0.563 -0.200 -0.548
C 2.035 -0.409 -0.760 -0.154
C -1.484 0.336 0.649 0.027
Cl 2.304 1.099 -1.411 0.023
Cl -0.453 1.741 0.718 -0.200
Br 2.653 -0.722 0.949 0.047
H -0.027 -0.543 -0.799 0.166
H -1.705 -1.464 -0.364 0.185
H -2.285 0.524 1.217 0.454